{
  "formula": "C32H42CrN4O",
  "method": "the ωB97M-V functional and the def2-TZVPD basis",
  "charge": -2,
  "spin_multiplicity": 5,
  "homo_ev": [2.260, -0.825],
  "lumo_ha": [0.16102, 0.15780],
  "s_squared": 6.056,
  "gap_ev": [2.1, 5.1],
  "total_energy_ev": -70288.930,
  "elements": ["Cr", "N", "N", "C", "C", "C", "C", "H", "H", "H", "C", "C", "H", "H", "H", "C", "C", "H", "H", "H", "C", "H", "H", "H", "C", "H", "H", "H", "C", "H", "C", "H", "C", "H", "C", "H", "C", "C", "H", "C", "C", "H", "C", "H", "N", "C", "C", "C", "H", "C", "C", "H", "H", "H", "C", "H", "C", "C", "H", "H", "H", "C", "H", "H", "H", "C", "N", "C", "C", "C", "O", "H", "H", "H", "H", "H", "H", "H", "H", "H"],
  "xyz": [[0.01075, 0.15120, -1.08322], [0.66529, 1.46519, 1.30011], [1.55299, 1.51313, -1.71460], [-0.87677, -1.55587, -1.98686], [-1.62241, -0.34520, -2.31343], [-2.16247, 0.17746, -1.06213], [-3.02886, 1.37690, -0.89154], [-2.71472, 2.19446, -1.55351], [-2.98325, 1.75865, 0.14086], [-4.08405, 1.15669, -1.11240], [-1.74480, -0.69041, 0.00316], [-2.27470, -0.68838, 1.39178], [-3.31406, -1.04789, 1.41330], [-2.27617, 0.31787, 1.82435], [-1.69491, -1.34251, 2.05029], [-0.91438, -1.72242, -0.55073], [-0.34412, -2.86549, 0.22007], [-0.33120, -2.66135, 1.29836], [0.68968, -3.08035, -0.08248], [-0.93544, -3.77908, 0.06710], [-1.70505, 0.32893, -3.64297], [-2.65384, 0.13431, -4.16344], [-0.88314, -0.00001, -4.29909], [-1.60603, 1.42542, -3.54597], [-0.14408, -2.47207, -2.90154], [0.83128, -2.75968, -2.47520], [0.04778, -2.00325, -3.87373], [-0.71457, -3.39903, -3.05621], [0.47301, 1.67093, 2.60279], [0.36356, 0.78636, 3.24030], [0.40938, 2.96868, 3.11907], [0.36279, 3.11274, 4.20175], [0.42222, 4.03156, 2.21520], [0.43193, 5.06337, 2.57609], [0.40254, 3.77470, 0.84699], [0.35920, 4.56169, 0.09566], [0.49792, 2.44336, 0.39415], [0.37858, 2.08362, -1.07971], [-0.16737, 2.81034, -1.69199], [1.89116, 0.24127, -1.24702], [2.27806, 1.81199, -2.86272], [2.17008, 2.73820, -3.39645], [3.12477, 0.76778, -3.06631], [3.86700, 0.61998, -3.82975], [2.93151, -0.16245, -2.04532], [3.49330, -1.43958, -1.84469], [3.54907, -2.35783, -2.90128], [3.86855, -3.69013, -2.59674], [3.93453, -4.42304, -3.40594], [4.08778, -4.09721, -1.27797], [4.43662, -5.52533, -0.95197], [3.65857, -5.98519, -0.31887], [5.38796, -5.58273, -0.39637], [4.53283, -6.11596, -1.87398], [3.96565, -3.16870, -0.23690], [4.11840, -3.48893, 0.79797], [3.65850, -1.83082, -0.50650], [3.52407, -0.85194, 0.60340], [4.22674, -0.01633, 0.50394], [3.73634, -1.34863, 1.55456], [2.50826, -0.42271, 0.66365], [3.21817, -1.98639, -4.30724], [4.00191, -1.36600, -4.75850], [2.26215, -1.45716, -4.40604], [3.13865, -2.89801, -4.91172], [-4.91287, 2.44410, 5.22089], [-3.74024, 2.24941, 4.38208], [-2.78309, 1.23235, 4.76503], [-3.62531, 2.74119, 3.11988], [-4.63901, 3.74836, 2.66828], [-2.69222, 2.34701, 2.38825], [-4.68017, 2.07350, 6.22291], [-5.79041, 1.89977, 4.83887], [-5.16896, 3.50785, 5.27704], [-2.91528, 0.31601, 4.16830], [-1.75937, 1.59216, 4.60274], [-2.93269, 1.00387, 5.82294], [-4.24159, 4.23590, 1.77645], [-5.57944, 3.24691, 2.40705], [-4.83246, 4.50288, 3.43745]],
  "forces_ev_per_angstrom": [[-2.536, -2.008, 0.948], [-1.153, -0.843, -0.342], [0.408, -0.210, -0.392], [-0.496, 0.717, 0.985], [0.240, -0.085, 0.914], [0.561, -1.177, -0.305], [-0.133, 0.458, 0.201], [-0.087, -0.109, 0.046], [0.022, -0.123, -0.330], [0.147, -0.003, -0.013], [-0.017, -0.549, -1.314], [0.061, 0.477, 0.478], [0.144, 0.026, -0.079], [0.015, -0.229, -0.022], [-0.026, 0.118, -0.076], [-0.986, 0.280, -0.555], [0.322, -0.237, 0.070], [0.040, 0.000, -0.281], [-0.168, 0.007, 0.053], [0.062, 0.043, 0.013], [-0.079, 0.179, -0.423], [0.066, 0.000, -0.057], [-0.261, 0.055, 0.156], [-0.078, -0.393, 0.032], [0.358, -0.193, -0.091], [-0.246, 0.068, -0.185], [-0.062, -0.159, 0.091], [0.083, 0.103, -0.147], [0.456, 1.011, -0.515], [0.324, 0.271, -0.214], [0.005, -0.278, 0.083], [-0.111, 0.117, -0.396], [-0.047, 0.044, -0.009], [-0.101, -0.303, -0.073], [-0.009, -0.371, -0.040], [-0.057, 0.011, 0.307], [0.696, 0.942, 0.115], [0.528, 1.342, 1.133], [0.415, -0.063, 0.164], [1.660, 1.167, -1.148], [-0.084, 0.111, 0.404], [-0.051, 0.028, -0.053], [0.215, -0.233, 0.513], [0.045, 0.048, 0.027], [-0.956, 0.752, -0.309], [0.252, 1.057, 0.418], [-0.076, -2.078, -0.717], [-0.142, 0.922, 0.119], [-0.039, 0.168, 0.142], [0.519, -1.178, -0.788], [-0.059, 0.202, -0.084], [0.138, -0.092, -0.054], [-0.161, -0.137, -0.088], [-0.002, 0.030, 0.252], [-0.428, 1.591, 0.442], [-0.035, 0.152, -0.228], [0.357, -1.589, 0.463], [-0.185, 0.110, 1.010], [-0.051, 0.054, -0.113], [0.102, -0.015, -0.014], [0.602, -0.237, 0.109], [-0.117, -0.342, -0.256], [0.039, 0.234, -0.208], [0.236, 0.028, 0.050], [0.030, 0.121, 0.064], [0.034, 0.137, -0.100], [-0.008, 0.025, -0.351], [0.177, -0.249, 0.019], [1.158, -0.889, -0.115], [0.054, 0.171, -0.256], [-1.160, 0.828, 0.701], [-0.173, 0.215, -0.126], [0.036, 0.044, 0.062], [-0.062, -0.134, 0.158], [0.067, 0.161, 0.185], [-0.224, -0.072, 0.016], [0.090, -0.004, -0.201], [-0.103, -0.038, 0.062], [0.092, 0.108, 0.169], [-0.086, -0.108, -0.102]]
}